The following is a quantum chemistry calculation of a structure of composition C37H29Cl3GeN2P2RhS2 in a non-equilibrium geometry, from the Open Molecules 2025 dataset.

```
77
C37H29Cl3GeN2P2RhS2 (the ωB97M-V functional and the def2-TZVPD basis)
Rh 0.84259 -1.39401 -0.96110
S -0.20555 0.58181 -2.41217
P -1.16600 0.75884 -0.68466
C -0.44878 -0.44716 0.34334
P 0.67136 -0.15441 1.64720
S 2.40324 -0.86052 0.92459
C 0.94479 1.54163 2.22446
C 1.59205 2.44859 1.38631
C 1.81389 3.74690 1.80721
C 1.39994 4.14860 3.07299
C 0.76414 3.25045 3.91318
C 0.52874 1.94864 3.48872
C 0.16121 -1.03427 3.13195
C 1.11916 -1.37407 4.08382
C 0.73320 -2.01642 5.24608
C -0.60732 -2.32149 5.46029
C -1.56141 -1.98631 4.51318
C -1.17641 -1.34008 3.34534
C -1.19433 2.47876 -0.12908
C -0.55380 3.47347 -0.85561
C -0.61525 4.79205 -0.42271
C -1.29493 5.10994 0.74212
C -1.92741 4.11345 1.47857
C -1.88593 2.80255 1.03893
C -2.92437 0.36270 -0.83046
C -3.46196 -0.75744 -0.21084
C -4.80176 -1.07815 -0.39989
C -5.59860 -0.27854 -1.20262
C -5.06277 0.84781 -1.81980
C -3.72937 1.16765 -1.63718
H 1.93275 2.12546 0.40918
H 2.31223 4.44886 1.15059
H 1.57863 5.16465 3.40217
H 0.44963 3.55816 4.90219
H 0.03138 1.25086 4.14909
H 2.16404 -1.15378 3.89961
H 1.47797 -2.29857 5.97886
H -0.90515 -2.83241 6.36716
H -2.60230 -2.23376 4.67631
H -1.91286 -1.09506 2.58879
H -0.02036 3.21061 -1.76034
H -0.12173 5.56879 -0.99328
H -1.33738 6.13784 1.08036
H -2.45522 4.36240 2.39037
H -2.39340 2.02602 1.60237
H -2.83213 -1.38890 0.40375
H -5.21413 -1.95866 0.07660
H -6.64036 -0.53165 -1.35411
H -5.68664 1.47285 -2.44524
H -3.30658 2.03766 -2.12786
C 5.92088 0.48635 -2.83647
C 4.88789 0.98263 -2.05724
C 3.69247 0.28340 -1.95612
C 3.54162 -0.90508 -2.64664
C 4.56153 -1.40405 -3.44561
C 5.75341 -0.70640 -3.53273
N 2.27656 -1.59810 -2.52280
N 2.02648 -2.38835 -3.44638
C 0.70149 -2.86348 -3.39684
C 0.27993 -3.68773 -4.43193
C -1.03720 -4.10699 -4.45918
C -1.90539 -3.68317 -3.45843
C -1.47318 -2.85938 -2.42639
C -0.15374 -2.43062 -2.37150
H 6.85696 1.02577 -2.90445
H 5.00928 1.91390 -1.51939
H 2.86678 0.66523 -1.37422
H 4.41321 -2.33124 -3.98060
H 6.55690 -1.09598 -4.14434
H 0.98665 -3.97574 -5.19982
H -1.39005 -4.74838 -5.25554
H -2.93928 -4.00744 -3.47558
H -2.17548 -2.55464 -1.66504
Cl 0.91107 -5.18558 -1.08195
Ge 0.52812 -3.44293 0.15731
Cl 1.56444 -3.98566 1.95890
Cl -1.53811 -3.79866 0.79429
```

## Properties
Spin multiplicity: 2
Energy, Eh: -6584.15062
HOMO energy (alpha / beta), eV: -7.72 / -7.93
<S²>: 0.759

Results of the Löwdin charge analysis, in e, for atoms 1 through 6:
1. Rh 0.436
2. S 0.435
3. P 0.464
4. C -0.584
5. P 0.480
6. S 0.364

The following is a quantum chemistry calculation of an isolated molecule of C5H11NO, from the Open Molecules 2025 dataset.

```
18
C5H11NO (the ωB97M-V functional and the def2-TZVPD basis)
C 1.84790 -0.42775 -1.25816
C 1.56378 0.23542 0.07976
N 0.16141 0.62176 0.17199
C -0.40282 0.72657 1.50484
C -0.78514 -0.38977 0.60869
C -2.12893 -0.39570 -0.11884
O -2.23898 0.63831 -1.06195
H 2.91377 -0.65456 -1.36154
H 1.55054 0.23169 -2.07940
H 1.28797 -1.36461 -1.35509
H 1.84644 -0.43966 0.90735
H 2.16328 1.14690 0.18999
H 0.25044 0.49562 2.34713
H -1.09617 1.54951 1.66561
H -0.37266 -1.37003 0.85545
H -2.27171 -1.37310 -0.60204
H -2.93102 -0.27495 0.62042
H -1.35811 1.04436 -1.11421
```

## Properties
Energy, Eh: -327.05762
HOMO energy, eV: -9.57
Energy above the lowest of the compared OMol25 structures with the same formula, charge and spin, kJ/mol: 193.56

Results of the natural (NBO) charge analysis, in e, for atoms 1 through 6:
1. C -0.615
2. C -0.212
3. N -0.430
4. C -0.254
5. C -0.112
6. C -0.064

The following is a quantum chemistry calculation of a cluster of 9 separate species, C18H62B2N3O7 in total in a non-equilibrium geometry, from the Open Molecules 2025 dataset.

```
92
C18H62B2N3O7 (the ωB97M-V functional and the def2-TZVPD basis)
O 13.35192 1.25970 -0.90204
H 13.15190 0.92577 -0.00547
H 12.47631 1.24242 -1.40813
H 13.59808 2.26091 -0.73338
O 8.04862 0.28212 -2.84744
H 7.89761 -0.34954 -3.66692
H 7.46416 1.04193 -2.73032
H 9.02570 0.42666 -2.69620
O 11.28133 -2.55332 -3.25872
H 11.10351 -1.55058 -3.29812
H 10.80304 -2.99827 -3.98621
H 12.24993 -2.82044 -3.20529
B 10.93396 0.06692 -2.25969
H 9.98029 -0.32154 -1.74406
H 10.89443 -0.15428 -3.39638
H 11.01891 1.21846 -2.09505
H 11.90977 -0.36295 -1.81571
B 8.11262 -1.82842 -4.86558
H 7.22840 -2.56717 -4.80508
H 8.88686 -2.10096 -5.67744
H 7.67567 -0.74758 -4.93095
H 8.63312 -1.78328 -3.81810
C 11.44520 -2.06695 -6.94108
O 11.24271 -1.15493 -5.84217
H 12.21128 -1.55718 -7.52523
H 11.83235 -2.97282 -6.46878
H 10.60107 -2.28043 -7.59377
H 10.32799 -1.21165 -5.51854
C 13.51645 -4.52951 -0.89874
C 13.90248 -3.31382 -1.73492
C 15.34686 -2.92618 -1.48230
O 15.57616 -1.79391 -2.32513
C 16.77491 -1.12542 -2.00749
N 13.73583 -3.71003 -3.16709
H 13.71099 -4.53039 0.17473
H 14.04671 -5.41767 -1.26327
H 12.49348 -4.91129 -0.95271
H 13.40378 -2.37027 -1.50311
H 16.05531 -3.72717 -1.71417
H 15.43557 -2.62260 -0.43343
H 16.78474 -0.47372 -1.13024
H 16.97167 -0.38563 -2.79681
H 17.60509 -1.81948 -2.16460
H 14.33409 -4.51145 -3.33184
H 14.10391 -2.98203 -3.77882
C 12.05885 5.88226 -1.31745
C 12.71746 4.49836 -1.57234
C 13.96108 4.73856 -2.43172
O 14.64122 3.51354 -2.52648
C 15.83732 3.49195 -3.32842
N 13.09326 3.84163 -0.28932
H 11.84166 6.16500 -0.28861
H 11.16031 5.91883 -1.93722
H 12.63156 6.72384 -1.71853
H 11.98555 3.89708 -2.11197
H 14.51322 5.58026 -1.99937
H 13.58840 4.97289 -3.43612
H 16.63409 3.29650 -2.60869
H 16.01895 4.41371 -3.87561
H 15.75283 2.62291 -3.97762
H 13.84278 4.43704 0.06020
H 12.28212 3.99285 0.30367
C 8.52306 -3.34083 -0.33212
C 8.49108 -2.77370 1.08515
C 7.07820 -2.93230 1.62909
C 6.78316 -4.37800 2.07350
C 7.79258 -4.78470 3.11638
C 9.26407 -4.69278 2.63481
N 9.49288 -3.45489 1.89900
O 10.83074 -3.24834 1.48512
C 10.17190 -4.78133 3.86881
C 9.57752 -5.94733 1.75531
C 8.80507 -1.26574 1.10320
H 7.66849 -3.00186 -0.92517
H 8.58985 -4.41949 -0.39729
H 9.37577 -2.86745 -0.83127
H 6.88550 -2.37776 2.55467
H 6.36802 -2.54976 0.89825
H 6.82987 -5.08560 1.23926
H 5.75158 -4.42179 2.42606
H 7.58350 -5.71253 3.64608
H 7.83289 -4.05093 3.93422
H 11.23233 -4.84716 3.61817
H 9.98619 -4.03631 4.63855
H 10.01027 -5.78633 4.27332
H 9.15099 -6.80263 2.29500
H 9.07652 -6.03331 0.79264
H 10.62971 -6.21405 1.64939
H 9.05483 -0.96016 2.12813
H 8.03460 -0.52337 0.89549
H 9.72910 -1.13655 0.53382
H 10.99745 -2.38640 1.88398
```

## Properties
Energy, Eh: -1463.06051
HOMO energy, eV: -9.69
Net charge: +1
Energy above the lowest of the compared OMol25 structures with the same formula, charge and spin, kJ/mol: 0.00

Results of the Löwdin charge analysis, in e, for atoms 1 through 6:
1. O 0.161
2. H 0.161
3. H 0.060
4. H 0.112
5. O 0.149
6. H 0.052

The following is a quantum chemistry calculation of a structure of composition C16H31Cl14MgO2 in a non-equilibrium geometry, from the Open Molecules 2025 dataset.

```
64
C16H31Cl14MgO2 (the ωB97M-V functional and the def2-TZVPD basis)
Mg -20.54619 -20.04153 -9.86333
C -16.86045 -23.76520 -6.98336
C -17.74303 -22.71545 -7.71302
O -17.48478 -22.24144 -8.83961
O -18.73465 -22.22619 -7.19538
H -15.92527 -24.03666 -7.47310
H -17.41994 -24.70058 -6.99481
H -16.57402 -23.41448 -5.99187
Cl -13.97683 -29.69524 -10.12738
C -12.68555 -29.65592 -8.86840
C -13.38959 -29.99677 -7.54538
Cl -12.47673 -29.62297 -6.09051
H -12.10330 -28.73545 -8.82593
H -11.98795 -30.43641 -9.17220
H -13.65051 -31.05454 -7.51137
H -14.28716 -29.38585 -7.44915
Cl -15.85694 -16.00517 -7.44331
C -15.61300 -15.78462 -9.21750
C -16.82893 -14.99836 -9.72077
Cl -18.27769 -16.04144 -9.79792
H -15.57205 -16.80408 -9.60106
H -14.63428 -15.30758 -9.26874
H -16.75290 -14.48841 -10.68113
H -16.99228 -14.29827 -8.90145
Cl -21.63148 -29.37550 -4.05999
C -20.94065 -28.76281 -2.52595
C -20.08561 -29.73693 -1.80407
Cl -18.47086 -29.97271 -2.53090
H -21.82137 -28.40640 -1.99171
H -20.41874 -27.84761 -2.80548
H -20.54892 -30.72076 -1.72964
H -19.88902 -29.48514 -0.76193
Cl -25.13450 -22.20354 -1.57633
C -23.52688 -22.71412 -2.35729
C -22.37265 -22.54672 -1.33605
Cl -22.48280 -23.59513 0.10257
H -23.37886 -22.13537 -3.26901
H -23.67264 -23.76658 -2.60058
H -22.42967 -21.54164 -0.91813
H -21.38889 -22.73132 -1.76762
Cl -16.22533 -17.72957 2.19934
C -16.22163 -19.17907 1.13637
C -16.47291 -18.85547 -0.33781
Cl -17.98276 -17.86506 -0.40463
H -17.06254 -19.81204 1.41978
H -15.36050 -19.80331 1.37485
H -16.48464 -19.60319 -1.13081
H -15.66464 -18.16268 -0.57198
Cl -7.70721 -22.59509 -5.13899
C -9.32661 -22.86357 -5.98334
C -10.41998 -21.83342 -5.66619
Cl -11.24518 -22.05918 -4.10460
H -9.59367 -23.84419 -5.58942
H -9.13505 -22.85790 -7.05636
H -11.19346 -22.00435 -6.41491
H -10.11384 -20.80886 -5.87749
Cl -19.88783 -28.36505 -15.38143
C -20.33670 -26.66088 -15.12006
C -19.73475 -26.03829 -13.84206
Cl -20.29082 -26.83160 -12.33378
H -21.42401 -26.59806 -15.07645
H -19.95271 -26.05016 -15.93718
H -19.84881 -24.95533 -13.79436
H -18.66286 -26.23615 -13.83923
```

## Properties
Energy, Eh: -7421.03089
HOMO energy, eV: -11.92
Net charge: +1

Results of the natural (NBO) charge analysis, in e, for atoms 1 through 6:
1. Mg 1.122
2. C -0.744
3. C 0.761
4. O -0.406
5. O -0.506
6. H 0.249

The following is a quantum chemistry calculation of an isolated molecule of C13H15N3OS3 in a non-equilibrium geometry, from the Open Molecules 2025 dataset.

```
35
C13H15N3OS3 (the ωB97M-V functional and the def2-TZVPD basis)
C -4.20306 -1.31471 -2.16453
C -4.21833 -1.45115 -0.65647
H -3.29432 -1.89041 -0.28558
H -5.07391 -2.03186 -0.31291
S -4.40606 0.16333 0.18098
C -2.82606 0.80833 -0.05610
N -1.85305 0.20906 -0.64852
N -0.73199 0.91382 -0.69788
C -0.80664 2.06825 -0.13896
N 0.18806 2.98876 -0.03790
C 1.51190 2.86484 -0.44592
O 2.19971 3.85449 -0.50974
C 1.96080 1.49271 -0.74013
C 2.45610 1.12061 -1.95240
S 2.90081 -0.53409 -1.98954
C 2.45884 -0.72761 -0.32477
C 1.97703 0.42577 0.20901
C 1.56385 0.52667 1.64508
C 2.12845 -0.64803 2.44323
C 1.84236 -1.96015 1.71735
H 0.77375 -2.02459 1.50330
C 2.62555 -2.01527 0.40496
H 3.68815 -2.18100 0.61275
H 2.28184 -2.84681 -0.21413
H 2.11613 -2.80966 2.34487
H 3.20758 -0.52676 2.55695
H 1.68291 -0.66209 3.43938
H 0.47127 0.51300 1.70963
H 1.90757 1.47548 2.06478
H 2.55252 1.72197 -2.83381
H -0.08159 3.92388 0.24534
S -2.41220 2.41637 0.54334
H -4.15442 -2.30275 -2.61671
H -5.10221 -0.81353 -2.51572
H -3.33136 -0.74687 -2.47925
```

## Properties
Energy, Eh: -1938.45307
HOMO energy, eV: -8.48

Results of the natural (NBO) charge analysis, in e, for atoms 1 through 6:
1. C -0.624
2. C -0.502
3. H 0.237
4. H 0.225
5. S 0.289
6. C -0.144

The following is a quantum chemistry calculation of the ion C13H23N2O4S with charge +1 in a non-equilibrium geometry, from the Open Molecules 2025 dataset.

```
43
C13H23N2O4S (the ωB97M-V functional and the def2-TZVPD basis)
C -3.83079 -0.46160 -0.29745
H -3.37735 -0.01621 0.53655
C -2.56983 -0.96060 -1.21221
C -1.96397 -2.21900 -0.47566
H -2.74957 -3.04457 -0.20535
H -1.48175 -2.84572 -1.11456
C -1.23191 -1.88459 0.89639
H -0.78773 -2.63928 1.09634
H -1.79169 -1.18931 1.36706
C 0.11240 -0.93147 0.35537
C 0.90641 -0.58385 1.64851
O 0.57220 -0.14601 2.54710
O 2.17072 -1.53884 1.29509
C 2.27048 -1.86546 0.15540
C 3.59987 -1.62345 -0.61642
H 3.76330 -2.31716 -1.18615
H 4.42714 -1.85233 0.31856
S 3.64781 -0.00816 -1.16386
C 3.60995 1.23863 0.07984
N 3.72107 1.12169 1.47198
H 4.09573 0.24527 1.69387
N 2.74965 2.47535 -0.16294
H 3.24284 2.82592 -1.15531
H 2.88913 3.14610 0.58848
H 1.83084 2.28771 -0.70736
H 2.31907 -3.01854 0.25854
C 1.02639 -1.67362 -0.67922
H 0.59677 -2.16354 -1.23044
H 1.20867 -0.77066 -1.30618
C -0.20507 0.54457 0.20025
O 0.51872 1.41706 -0.57922
O -1.28601 0.98707 0.68412
C -1.50928 2.46053 0.86469
C -2.21561 2.78138 -0.46064
H -2.45195 3.90017 -0.33686
H -1.48965 2.97181 -1.25232
H -3.09146 2.37664 -0.79151
H -0.60952 2.98108 1.30464
H -2.22972 2.57978 1.71213
H -3.24092 -1.32098 -2.02619
H -1.92921 -0.34762 -1.28831
H -4.73542 -1.16794 0.11029
H -4.50074 0.24976 -0.93705
```

## Properties
Energy, Eh: -1317.05276
HOMO energy, eV: -12.23
Net charge: +1
Energy above the lowest of the compared OMol25 structures with the same formula, charge and spin, kJ/mol: 1115.46

Results of the natural (NBO) charge analysis, in e, for atoms 1 through 6:
1. C -0.632
2. H 0.190
3. C -0.371
4. C -0.412
5. H 0.224
6. H 0.204

- What is the energy in the second record?
  -327.05762 Eh